[1]
C30H80HfN18O22 | ωB97M-V with the def2-TZVPD basis set

CARTESIAN COORDINATES (ANGSTROEM)
Hf (-2.943, -2.204, -2.970)
C (-0.426, 0.889, 0.100)
C (-1.214, 0.425, -0.930)
C (-0.769, -0.663, -1.994)
O (-1.852, -0.692, -2.866)
C (0.310, -1.524, -1.779)
C (1.083, -1.016, -0.596)
C (0.794, 0.194, 0.400)
O (1.413, 0.380, 1.441)
O (2.143, -1.529, -0.341)
O (-2.424, 0.626, -1.052)
H (-0.818, 1.480, 0.950)
H (0.673, -2.359, -2.360)
C (-4.961, -2.601, -0.746)
O (-4.702, -2.552, -2.033)
N (-4.297, -1.660, 0.059)
N (-5.819, -3.518, -0.232)
H (-4.576, -1.659, 1.040)
H (-3.817, -0.781, -0.283)
H (-6.029, -3.475, 0.768)
H (-6.417, -4.101, -0.788)
C (2.750, -4.893, -3.053)
O (3.132, -5.684, -3.870)
N (2.813, -3.542, -3.085)
N (1.945, -5.290, -2.025)
H (3.596, -3.219, -3.667)
H (2.934, -3.223, -2.127)
H (1.727, -4.686, -1.267)
H (2.162, -6.204, -1.632)
C (4.067, -2.524, 2.684)
O (4.483, -3.173, 3.614)
N (4.691, -1.900, 1.681)
N (2.716, -2.299, 2.545)
H (5.647, -2.192, 1.537)
H (4.147, -1.510, 0.933)
H (2.560, -1.436, 2.050)
H (2.269, -2.244, 3.455)
C (0.913, 1.784, 5.205)
O (0.294, 2.516, 4.434)
N (0.763, 1.788, 6.617)
N (1.603, 0.672, 4.772)
H (0.472, 2.715, 6.941)
H (1.565, 1.412, 7.131)
H (1.638, 0.427, 3.789)
H (2.036, 0.091, 5.454)
C (4.944, 0.042, -3.250)
O (4.295, -0.413, -4.197)
N (6.287, -0.160, -3.077)
N (4.423, 0.934, -2.329)
H (6.806, 0.192, -2.284)
H (6.828, -0.628, -3.769)
H (5.063, 1.492, -1.763)
H (3.464, 1.026, -2.148)
C (5.621, 2.080, 0.467)
O (6.404, 1.574, -0.348)
N (5.625, 3.515, 0.664)
N (4.736, 1.368, 1.267)
H (4.956, 3.948, 1.278)
H (6.122, 4.011, -0.078)
H (4.675, 0.368, 1.241)
H (4.067, 1.876, 1.793)
C (-4.697, -0.608, -4.884)
O (-3.783, -1.408, -4.493)
N (-5.607, -1.145, -5.695)
N (-4.694, 0.675, -4.464)
H (-5.307, -2.076, -5.964)
H (-6.347, -0.731, -6.245)
H (-5.400, 1.362, -4.588)
H (-4.019, 0.948, -3.781)
C (-3.348, 5.361, -0.280)
O (-4.484, 5.028, -0.623)
N (-2.166, 4.611, -0.460)
N (-3.056, 6.634, 0.164)
H (-1.382, 4.804, 0.178)
H (-2.196, 3.604, -0.546)
H (-3.886, 7.181, 0.380)
H (-2.119, 6.884, 0.460)
C (-2.536, 1.519, 3.003)
C (-3.384, 2.422, 3.787)
C (-3.067, 3.913, 3.543)
O (-3.432, 4.638, 4.696)
C (-3.138, 6.014, 4.521)
N (-4.821, 2.164, 3.543)
H (-2.651, 1.694, 1.938)
H (-2.841, 0.492, 3.231)
H (-1.475, 1.664, 3.225)
H (-3.170, 2.306, 4.864)
H (-3.602, 4.231, 2.604)
H (-1.994, 4.060, 3.442)
H (-3.643, 6.642, 5.259)
H (-3.305, 6.272, 3.481)
H (-2.087, 6.308, 4.705)
H (-5.294, 2.996, 3.192)
H (-5.300, 1.835, 4.390)
C (1.864, 4.120, -0.434)
C (2.031, 4.577, 1.004)
C (0.744, 5.212, 1.571)
O (0.240, 6.354, 0.905)
C (1.207, 7.483, 0.856)
N (2.391, 3.467, 1.879)
H (0.976, 3.500, -0.476)
H (2.724, 3.507, -0.767)
H (1.613, 4.887, -1.158)
H (2.888, 5.256, 1.116)
H (0.924, 5.437, 2.650)
H (-0.064, 4.470, 1.642)
H (2.015, 7.214, 0.194)
H (1.624, 7.568, 1.841)
H (0.610, 8.346, 0.655)
H (1.785, 2.630, 1.771)
H (2.308, 3.744, 2.874)
C (1.501, -5.691, 1.952)
C (0.520, -6.769, 1.616)
O (-0.783, -6.244, 1.251)
O (1.540, -4.683, 0.975)
H (2.390, -6.320, 2.110)
H (1.193, -5.301, 2.926)
H (0.509, -7.510, 2.396)
H (0.913, -7.261, 0.696)
H (-1.502, -6.690, 1.688)
H (1.750, -3.830, 1.373)
C (1.103, -0.791, -4.784)
C (2.059, -0.235, -5.844)
O (2.700, -1.491, -6.217)
O (0.706, -2.067, -5.235)
H (0.253, -0.175, -4.594)
H (1.649, -0.933, -3.829)
H (2.749, 0.452, -5.326)
H (1.595, 0.228, -6.715)
H (3.558, -1.418, -5.738)
H (1.631, -2.418, -5.566)
C (-1.798, -4.461, -4.739)
C (-2.091, -5.422, -3.578)
O (-2.688, -4.572, -2.517)
O (-1.784, -3.081, -4.464)
H (-2.393, -4.711, -5.605)
H (-0.793, -4.731, -5.085)
H (-1.176, -5.902, -3.206)
H (-2.752, -6.173, -3.998)
H (-2.406, -4.919, -1.631)
H (-0.016, -2.300, -6.213)
C (-2.055, -3.120, 2.623)
C (-1.031, -2.049, 2.129)
O (-0.277, -1.704, 3.276)
O (-3.121, -2.437, 3.327)
H (-1.453, -3.769, 3.277)
H (-2.495, -3.735, 1.822)
H (-1.543, -1.178, 1.691)
H (-0.332, -2.541, 1.409)
H (-0.920, -1.758, 3.996)
H (-3.150, -2.629, 4.277)

Properties
Energy relative to the best compared isomer or geometry (same formula, charge and spin) = 0.000 eV
E_HOMO = -11.97 eV
Multiplicity = 1
Total charge = +2

[2]
C6H16N3O3P | ωB97M-V with the def2-TZVPD basis set

CARTESIAN COORDINATES (ANGSTROEM)
C (2.462, 2.270, 0.029)
C (1.242, 1.960, 0.878)
O (1.434, 0.754, 1.628)
P (0.946, -0.609, 1.109)
O (1.713, -1.790, 1.726)
O (1.241, -0.521, -0.470)
C (0.993, -1.570, -1.341)
C (-0.394, -1.713, -1.890)
N (-0.699, -0.783, 1.472)
C (-1.089, -1.817, 2.381)
N (-1.764, -0.097, 0.978)
N (-1.487, 0.689, 0.030)
C (-2.533, 1.592, -0.308)
H (3.307, 2.535, 0.617)
H (2.598, 1.471, -0.591)
H (2.360, 3.127, -0.719)
H (0.345, 1.707, 0.347)
H (1.119, 2.707, 1.687)
H (1.732, -1.351, -2.174)
H (1.202, -2.653, -1.028)
H (-0.459, -2.655, -2.466)
H (-1.185, -1.626, -1.202)
H (-0.620, -0.828, -2.764)
H (-1.128, -2.780, 1.754)
H (-1.939, -1.618, 3.033)
H (-0.180, -1.993, 3.036)
H (-3.448, 1.325, 0.296)
H (-2.253, 2.674, -0.127)
H (-2.647, 1.413, -1.501)

Properties
SMILES = CCOP(=O)(OCC)N(C)/N=N/C
Energy relative to the best compared isomer or geometry (same formula, charge and spin) = 0.000 eV
E_HOMO = -9.25 eV
Multiplicity = 1
Total charge = 0

[3]
C14H28INO7Ru | ωB97M-V with the def2-TZVPD basis set

CARTESIAN COORDINATES (ANGSTROEM)
Ru (-0.156, -0.106, 0.088)
C (2.687, -1.546, -0.613)
C (1.843, -2.521, 0.166)
O (0.986, -1.853, 1.116)
C (1.536, -1.581, 2.418)
C (2.330, -0.288, 2.429)
O (1.671, 0.708, 1.624)
C (1.174, 1.842, 2.351)
C (-0.130, 1.493, 3.009)
O (-0.968, 0.968, 1.960)
C (-2.388, 0.967, 2.196)
C (-3.095, 1.227, 0.854)
O (-2.168, 1.184, -0.241)
C (-1.822, 2.468, -0.788)
C (-0.873, 2.225, -1.911)
O (0.350, 1.731, -1.325)
C (1.400, 1.463, -2.275)
C (2.436, 0.679, -1.542)
O (1.803, -0.565, -1.190)
H (3.197, -2.086, -1.413)
H (3.433, -1.052, 0.010)
H (2.484, -3.245, 0.669)
H (1.168, -3.052, -0.503)
H (2.176, -2.405, 2.738)
H (0.680, -1.531, 3.089)
H (3.326, -0.428, 2.014)
H (2.441, 0.047, 3.461)
H (1.031, 2.628, 1.608)
H (1.899, 2.187, 3.089)
H (-0.578, 2.386, 3.446)
H (-0.010, 0.743, 3.793)
H (-2.643, 1.738, 2.920)
H (-2.685, 0.002, 2.605)
H (-3.594, 2.194, 0.871)
H (-3.839, 0.454, 0.677)
H (-1.353, 3.092, -0.021)
H (-2.716, 2.971, -1.161)
H (-0.685, 3.158, -2.444)
H (-1.274, 1.483, -2.607)
H (1.818, 2.398, -2.651)
H (0.997, 0.891, -3.114)
H (2.736, 1.204, -0.632)
H (3.310, 0.509, -2.171)
N (-1.077, -2.001, -3.366)
C (-1.578, -2.187, -2.165)
O (-1.191, -1.527, -1.154)
C (-2.636, -3.223, -2.009)
I (-4.520, -2.383, -2.606)
H (-0.335, -1.337, -3.525)
H (-1.410, -2.519, -4.168)
H (-2.741, -3.514, -0.971)
H (-2.446, -4.089, -2.636)

Properties
E_HOMO (alpha / beta) = -17.42 / -17.42 eV
Multiplicity = 6
Total charge = +3